Entry from OMol25: a cluster of 5 separate species, C30H35BF4NO in total (ωB97M-V with the def2-TZVPD basis set).

Results
**Total charge**: +1
**Calculated total energy**: -1718.265899 Ha

Last column: Mulliken charge in e.
Atoms and positions in Å:
C -1.388696 4.631447 -2.206408  -1.052
C -0.953563 3.198017 -2.517660  -0.612
B -1.973202 2.289722 -3.312123  0.157
O -1.545791 1.088041 -3.795466  -0.447
C -3.514799 2.600002 -3.582895  0.267
C -3.972321 3.907334 -4.264398  -0.820
C -5.033239 4.498961 -3.323966  -0.561
N -5.562081 3.316817 -2.578564  -0.055
C -4.371678 2.422101 -2.324070  -1.084
H -0.508463 5.213159 -1.949361  0.385
H -1.840695 5.136809 -3.053197  0.221
H -2.040887 4.693562 -1.338170  0.242
H -0.019783 3.185598 -3.076670  0.401
H -0.735770 2.676022 -1.581766  0.418
H -0.836108 0.788836 -3.192541  0.272
H -3.819935 1.811842 -4.274032  0.280
H -4.522906 3.661232 -5.171042  0.383
H -3.216141 4.603697 -4.598290  0.412
H -4.524263 5.084347 -2.563126  0.288
H -5.830077 5.053204 -3.797500  0.410
H -5.930056 3.537796 -1.652508  0.325
H -6.294941 2.823668 -3.090935  0.374
H -4.618893 1.393586 -2.107825  0.361
H -3.824266 2.888680 -1.509309  0.422
F 3.688973 -3.409638 -2.232439  -0.385
C 2.523446 -2.881223 -2.650341  0.113
C 1.586196 -2.504388 -1.709236  -0.297
C 0.391295 -1.954514 -2.147503  -0.422
C 0.149450 -1.798546 -3.507020  -0.649
C 1.104582 -2.189885 -4.435373  -0.638
C 2.306044 -2.731955 -4.006913  -0.243
H 1.797753 -2.639206 -0.662557  0.491
H -0.350949 -1.647457 -1.423063  0.485
H -0.787154 -1.373528 -3.844005  0.671
H 0.916181 -2.070361 -5.493657  0.405
H 3.070469 -3.034290 -4.710610  0.478
F 0.381179 -2.095701 0.919423  -0.257
C 0.419326 -2.954254 1.970600  0.499
C 1.026118 -2.550891 3.141669  -0.577
C 1.062910 -3.431878 4.213202  -0.336
C 0.502076 -4.696820 4.090682  -0.733
C -0.099716 -5.081452 2.900506  -0.415
C -0.147415 -4.203209 1.827607  -0.358
H 1.462656 -1.562951 3.209909  0.416
H 1.527456 -3.134365 5.138739  0.520
H 0.536088 -5.383897 4.925926  0.442
H -0.531650 -6.068280 2.804107  0.368
H -0.615350 -4.479988 0.891758  0.452
F 5.406821 2.710304 -4.372774  -0.318
C 5.470384 1.858465 -3.329430  0.419
C 6.075379 2.274676 -2.160546  -0.521
C 6.133150 1.396214 -1.088204  -0.251
C 5.596321 0.120627 -1.199691  -0.742
C 4.996689 -0.278106 -2.386314  -0.014
C 4.927436 0.596261 -3.461341  -0.615
H 6.493755 3.270314 -2.097209  0.421
H 6.599552 1.709110 -0.163871  0.376
H 5.646421 -0.562710 -0.362500  0.418
H 4.585420 -1.270780 -2.476465  0.366
H 4.457998 0.307322 -4.392728  0.450
F 1.212914 -2.600654 7.046260  -0.308
C 0.125053 -2.078556 7.656943  0.476
C 0.249222 -0.885709 8.338522  -0.505
C -0.870641 -0.353742 8.960228  -0.324
C -2.086827 -1.020350 8.898089  -0.556
C -2.185845 -2.220786 8.208488  -0.341
C -1.073377 -2.756938 7.576795  -0.331
H 1.208485 -0.387320 8.380987  0.414
H -0.792312 0.582564 9.495614  0.358
H -2.956464 -0.604282 9.388472  0.375
H -3.131342 -2.743800 8.162828  0.357
H -1.129602 -3.687930 7.028261  0.378

Force components x, y, z for each atom (eV/Å):
C 0.6 0.0 0.1
C -0.8 -0.1 0.0
B 0.3 0.3 -0.1
O -0.1 -0.2 1.2
C -0.1 -0.8 -1.0
C -1.3 -0.2 -0.2
C 1.2 0.3 0.4
N -0.2 -0.8 0.7
C 1.2 0.9 -0.7
H 0.0 0.2 0.1
H -0.1 0.0 -0.1
H -0.3 0.0 0.0
H 0.2 0.0 -0.1
H 0.2 0.0 0.1
H 0.2 -0.1 -1.0
H 0.1 -0.2 0.0
H 0.2 -0.2 -0.2
H 0.2 0.2 0.4
H -0.2 0.4 0.1
H -0.2 0.1 0.0
H -0.4 0.4 -0.3
H 0.1 0.0 -0.1
H -0.4 -0.1 0.1
H -0.3 -0.1 0.5
F 0.0 0.0 0.0
C -0.3 0.0 -0.1
C 0.2 0.0 0.0
C 0.0 0.0 -0.2
C -0.1 0.1 0.0
C 0.0 0.1 0.1
C 0.2 0.0 -0.1
H 0.0 0.0 0.1
H 0.0 -0.1 0.1
H 0.0 -0.1 -0.1
H 0.0 0.0 0.0
H 0.0 0.0 0.0
F -0.1 0.1 0.2
C 0.0 -0.2 0.2
C 0.1 0.2 0.0
C 0.0 -0.1 -0.2
C 0.0 0.0 0.0
C 0.0 0.1 0.1
C -0.1 0.0 -0.2
H 0.0 0.0 0.0
H 0.0 0.0 -0.2
H 0.0 0.0 0.0
H 0.0 0.0 0.0
H 0.0 0.0 0.0
F 0.0 0.0 0.0
C 0.0 -0.1 0.2
C 0.1 0.2 0.0
C -0.1 -0.1 -0.1
C 0.0 0.0 0.1
C 0.1 0.2 0.1
C -0.1 0.0 -0.1
H 0.0 0.0 0.0
H 0.0 0.0 0.0
H 0.0 0.0 0.0
H 0.0 0.0 0.0
H 0.0 0.0 0.0
F 0.0 0.1 0.3
C -0.2 0.1 0.1
C 0.2 0.1 0.0
C -0.1 -0.1 0.0
C 0.0 0.0 0.0
C 0.1 0.1 0.0
C 0.0 -0.2 -0.1
H 0.0 0.0 0.0
H 0.0 0.0 0.0
H 0.0 0.0 0.0
H 0.0 0.0 0.0
H 0.0 0.0 0.0



Entry from OMol25: a structure of composition C27H28F12N7O2PtS (ωB97M-V with the def2-TZVPD basis set).

Results
**Total charge**: -1
**Calculated total energy**: -3295.564040 Ha
**Energy relative to the best compared isomer or geometry (same formula, charge and spin)**: 3.8 kcal/mol

Last column: Mulliken charge in e.
Atoms and positions in Å:
Pt -0.209252 -0.352807 -0.164154  0.679
C -4.277331 4.810222 1.998832  -1.571
C -3.201350 3.973699 1.352815  0.526
C -1.878000 4.394736 1.304848  -1.054
C -0.912315 3.606593 0.712757  -0.178
C -1.222334 2.368538 0.136006  0.362
N -0.201402 1.599871 -0.408579  0.349
C 0.771236 2.153721 -1.216085  0.688
C 0.443869 3.201246 -2.092409  -0.349
C 1.339077 3.680831 -3.024653  -1.129
C 2.614343 3.136624 -3.135599  0.524
C 3.576425 3.578548 -4.209916  -1.634
C 2.965506 2.149013 -2.230512  -0.542
C 2.093674 1.652695 -1.258651  -1.325
C 2.578447 0.644468 -0.195841  2.478
O 1.763524 -0.417651 0.103068  -0.969
C 2.866371 1.457942 1.109273  0.442
F 1.756734 1.969861 1.622999  -0.117
F 3.420437 0.675585 2.061821  -0.296
F 3.720597 2.479484 0.905039  -0.329
C 3.911926 -0.062603 -0.610352  -0.060
F 3.790275 -0.619091 -1.833175  -0.256
F 5.003814 0.722934 -0.638309  -0.273
F 4.214273 -1.072166 0.220427  -0.200
C -2.558037 1.928820 0.174228  -1.280
C -3.509258 2.749328 0.780904  -0.456
C -2.958474 0.632436 -0.566111  1.617
O -2.168100 -0.465226 -0.398511  -0.807
C -4.369224 0.131338 -0.117990  0.207
F -5.385427 0.902337 -0.571570  -0.307
F -4.466570 0.091429 1.218097  -0.237
F -4.622007 -1.106446 -0.549477  -0.284
C -3.066029 0.981569 -2.100324  0.674
F -3.851078 0.109313 -2.767607  -0.324
F -1.872433 0.945804 -2.691487  -0.216
F -3.582963 2.204734 -2.327662  -0.311
H -3.919625 5.822877 2.192496  0.396
H -4.598060 4.383951 2.952999  0.279
H -5.160013 4.881616 1.359679  0.346
H -1.594387 5.342145 1.752802  0.296
H 0.122700 3.926784 0.699474  0.502
H -0.558679 3.608803 -2.044090  0.463
H 1.035475 4.482480 -3.691157  0.323
H 3.277567 4.540346 -4.630307  0.379
H 3.612776 2.859102 -5.032462  0.279
H 4.591943 3.681360 -3.821219  0.365
H 3.978040 1.777053 -2.285486  0.425
H -4.545019 2.443786 0.806984  0.481
C 2.495425 -3.814752 1.763502  -0.619
C 2.225000 -3.006322 3.030362  -0.948
N 1.396521 -1.830980 2.846540  -0.021
C 0.055117 -1.733595 3.029998  0.420
S -0.663821 -0.235105 3.088224  -0.389
N -0.599432 -2.918445 3.222109  -0.155
C -2.053303 -2.975133 3.308459  -1.001
C -2.702987 -3.163954 1.945434  -0.283
H 3.278181 -4.556872 1.944770  0.459
H 2.825841 -3.147693 0.966035  0.038
H 1.602259 -4.340458 1.419494  0.125
H 3.179384 -2.660129 3.432438  0.406
H 1.766290 -3.631562 3.797874  0.475
H 1.787148 -1.061313 2.313225  -0.025
H -0.177600 -3.707637 2.756530  0.236
H -2.378055 -2.031473 3.740121  0.511
H -2.317397 -3.785207 3.992625  0.352
H -2.486749 -2.309644 1.299055  -0.294
H -3.787677 -3.243408 2.052380  0.413
H -2.342140 -4.074335 1.456207  0.271
N 2.003388 -3.875117 -2.212719  -0.368
C 0.939653 -4.719261 -2.158834  0.477
N 1.031426 -5.850443 -2.930082  -0.522
N -0.113573 -4.534430 -1.427635  -0.802
C -0.142146 -3.381197 -0.767414  0.641
N -0.164982 -2.385043 -0.203907  0.148
H 2.524114 -3.879179 -3.075567  0.274
H 1.851513 -2.941845 -1.843066  0.068
H 1.932539 -6.303605 -2.900790  0.257
H 0.274375 -6.489890 -2.737222  0.281

Force components x, y, z for each atom (eV/Å):
Pt 0.1 -0.2 -0.1
C 0.0 0.0 0.0
C 0.0 0.1 0.0
C 0.1 0.0 0.0
C 0.0 0.1 0.1
C 0.1 -0.1 -0.1
N 0.1 0.1 0.0
C -0.1 -0.2 0.1
C 0.0 0.1 -0.1
C 0.0 0.0 0.0
C 0.0 0.1 0.0
C 0.0 0.0 0.1
C 0.0 -0.1 0.1
C 0.1 -0.1 -0.1
C 0.1 0.0 0.0
O 0.5 0.2 0.1
C 0.0 -0.1 -0.2
F -0.1 0.0 0.1
F 0.0 0.0 0.1
F 0.1 0.1 0.0
C -0.2 0.0 0.0
F 0.0 0.0 -0.1
F 0.1 0.1 0.0
F 0.0 -0.1 0.1
C -0.1 -0.1 0.0
C 0.0 -0.1 0.0
C -0.1 0.1 -0.1
O -0.5 0.1 -0.1
C 0.2 0.0 0.0
F -0.1 0.1 0.0
F 0.0 0.0 0.1
F 0.0 -0.1 -0.1
C 0.0 -0.1 0.2
F 0.0 -0.1 0.0
F 0.1 0.0 0.0
F -0.1 0.1 0.0
H 0.0 0.0 0.0
H 0.0 0.0 0.0
H 0.0 0.0 0.0
H 0.0 0.0 0.0
H 0.0 0.0 0.0
H 0.0 0.0 0.0
H 0.0 0.0 0.0
H 0.0 0.0 0.0
H 0.0 0.0 0.0
H 0.0 0.0 0.0
H 0.0 0.0 0.0
H 0.0 0.0 0.0
C 0.0 0.0 -0.1
C -0.1 0.1 -0.1
N 0.0 -0.1 -0.3
C 0.3 0.0 0.3
S -0.2 0.1 0.1
N -0.1 0.2 0.0
C 0.1 -0.1 -0.1
C -0.1 0.1 0.0
H 0.0 0.0 0.0
H 0.0 0.0 0.0
H 0.0 0.0 0.0
H 0.0 0.0 0.0
H 0.0 0.0 0.0
H 0.0 0.0 0.1
H 0.0 0.0 0.0
H 0.0 0.0 0.1
H 0.0 0.0 0.0
H 0.0 0.0 0.0
H 0.0 0.0 0.0
H 0.0 0.0 0.0
N -0.2 0.1 -0.3
C 0.6 0.2 -0.1
N -0.1 -0.2 0.2
N -0.3 0.1 0.4
C -0.2 -0.9 -0.4
N -0.1 0.7 0.1
H 0.1 -0.1 0.1
H 0.1 0.0 0.2
H 0.0 0.1 -0.2
H 0.0 0.0 0.0



Entry from OMol25: the molecule C5H7Cl (ωB97M-V with the def2-TZVPD basis set).

Results
**SMILES**: C[C@@H]1C=C[C@@H]1Cl
**Calculated total energy**: -654.792697 Ha
**Energy relative to the best compared isomer or geometry (same formula, charge and spin)**: 61.4 kcal/mol

Last column: Mulliken charge in e.
Atoms and positions in Å:
C -1.190140 -0.843512 0.072426  -0.541
C 0.868813 -0.780458 -0.299364  -0.451
C -0.294043 0.208857 -0.541220  0.235
C -0.157891 -1.653410 0.354344  -0.243
C -0.177352 1.501496 0.371417  -1.247
Cl 2.632547 0.188895 0.085692  -0.238
H -2.224299 -0.929268 0.443065  0.368
H 1.128015 -1.156910 -1.285560  0.338
H -0.422671 0.514218 -1.629814  0.356
H 0.171177 -2.528255 0.880345  0.393
H 0.362852 2.367700 -0.117608  0.248
H 0.378869 1.059921 1.180533  0.411
H -1.075873 2.050724 0.485748  0.372

Force components x, y, z for each atom (eV/Å):
C 0.5 -0.9 1.0
C 0.5 1.7 -2.8
C -0.3 3.0 -0.6
C 1.7 0.4 1.4
C 1.3 -0.3 -2.6
Cl -2.3 -1.7 0.2
H 0.4 0.2 -0.9
H 0.7 -0.3 0.2
H -0.1 -0.6 1.2
H -1.0 -0.6 0.3
H 0.5 -1.5 0.3
H -0.3 1.0 1.1
H -1.5 -0.4 1.1



Entry from OMol25: a cluster of 8 separate species, ClH14O7 in total (ωB97M-V with the def2-TZVPD basis set).

Results
**Total charge**: -1
**Calculated total energy**: -995.389438 Ha
**Energy relative to the best compared isomer or geometry (same formula, charge and spin)**: 14.2 kcal/mol

Last column: Mulliken charge in e.
Atoms and positions in Å:
Cl 0.129111 -0.064002 -0.241544  -0.990
O -1.667426 -1.548690 -2.454934  -0.643
H -2.470744 -1.209455 -2.074498  0.295
H -0.970232 -1.334845 -1.859576  0.373
O 1.269470 0.612423 -3.007454  -0.615
H 1.112297 0.422326 -2.089840  0.218
H 2.189892 0.909353 -3.039285  0.310
O -1.079307 2.598652 0.828352  -0.634
H -1.743125 2.323598 1.415282  0.364
H -0.725551 1.736954 0.500790  0.223
O 2.749813 -1.540102 -1.521052  -0.634
H 2.450331 -0.973044 -2.201367  0.351
H 2.102200 -1.417573 -0.824003  0.339
O 0.320989 -1.622509 2.478684  -0.582
H 0.243884 -2.594386 2.503247  0.275
H -0.076865 -1.339824 1.668114  0.341
O 1.403157 1.420700 2.340092  -0.618
H 1.095309 2.316003 2.047916  0.372
H 1.135943 0.997932 1.582138  0.307
O -2.788878 0.215666 1.088996  -0.666
H -1.871900 0.025041 0.820590  0.288
H -2.808367 0.065781 2.039351  0.324

Force components x, y, z for each atom (eV/Å):
Cl -0.1 -0.3 0.1
O -0.8 -0.9 -1.4
H -0.2 0.3 0.4
H 0.9 0.6 1.0
O 0.9 0.2 -1.3
H -0.6 0.0 1.1
H -0.3 0.1 0.0
O 1.8 0.2 -1.2
H -1.6 -0.5 1.2
H -0.2 0.8 -0.1
O 1.0 -1.1 1.0
H -0.6 0.8 -1.3
H -0.2 0.1 0.3
O 0.3 -1.2 1.4
H 0.0 0.8 -0.2
H -0.2 0.3 -1.1
O 0.5 3.4 2.1
H 0.4 -0.7 0.9
H -0.8 -2.7 -2.9
O -0.1 -0.1 0.2
H -0.1 0.0 -0.1
H 0.1 -0.1 0.0



Entry from OMol25: a cluster of 2 separate species, C8H16Si3 in total (ωB97M-V with the def2-TZVPD basis set).

Results
**Calculated total energy**: -1182.737115 Ha
**Energy relative to the best compared isomer or geometry (same formula, charge and spin)**: 59.4 kcal/mol

Last column: Mulliken charge in e.
Atoms and positions in Å:
C 1.553749 2.221756 -1.887068  -0.379
C 1.436137 2.658236 -0.531742  -0.738
C 0.778120 1.254729 -2.379611  -0.638
C 0.428335 2.044146 0.149802  -0.126
C -0.216982 0.592081 -1.635343  0.405
C -0.523275 1.103219 -0.408867  0.279
C -2.372522 -1.031117 1.365843  -0.832
C 2.285753 -2.603897 2.868013  -1.077
Si -1.118775 -0.729967 -2.651337  0.481
Si -2.000446 0.597070 0.503275  0.292
Si 1.328120 -1.109908 2.021383  0.263
H 2.329947 2.658605 -2.533707  0.321
H 2.146580 3.284703 0.002219  0.382
H 1.027054 0.976777 -3.423423  0.196
H 0.383230 2.206555 1.231840  0.348
H -2.351001 -1.883134 0.690217  0.263
H -1.582814 -1.278516 2.314713  0.112
H -3.322155 -0.930025 1.796575  0.350
H 3.354033 -2.504039 2.757599  0.302
H 2.071342 -2.620766 3.892197  0.351
H 1.752702 -3.610577 2.639952  0.296
H -1.769091 0.071594 -3.666264  -0.131
H -2.208515 -1.498917 -1.814216  -0.149
H -0.301026 -1.745893 -3.278689  -0.143
H -2.219482 1.575629 1.494487  -0.240
H -3.250948 0.748612 -0.414007  -0.121
H 2.361930 -0.446956 0.896158  -0.068

Force components x, y, z for each atom (eV/Å):
C 2.0 2.5 1.1
C -0.2 -1.4 -1.1
C 0.0 -1.5 -1.6
C -1.2 -0.4 1.2
C -0.1 -0.2 -1.7
C 2.3 0.4 0.8
C 4.0 -0.9 1.8
C -1.2 -0.2 -1.9
Si -1.5 -0.1 1.6
Si -2.6 -0.9 -0.2
Si 0.7 0.0 -0.3
H -0.4 -0.2 0.3
H -0.1 0.0 -0.4
H -0.5 -0.2 0.6
H -0.4 0.2 -0.3
H 0.0 -0.1 0.1
H -2.2 0.7 -2.8
H -1.5 0.1 0.5
H 0.3 -0.8 -0.3
H -0.4 0.7 1.9
H 1.3 1.4 -0.5
H -0.4 0.1 -0.6
H 1.0 0.7 -0.7
H 0.6 -0.2 -0.1
H 0.0 1.2 1.1
H 1.0 -0.1 0.3
H -0.6 -1.0 1.2



Entry from OMol25: the molecule C5H11NO (ωB97M-V with the def2-TZVPD basis set).

Results
**SMILES**: CC(C)[C@H](N)C=O
**Calculated total energy**: -327.078907 Ha
**Energy relative to the best compared isomer or geometry (same formula, charge and spin)**: 32.9 kcal/mol

Last column: Mulliken charge in e.
Atoms and positions in Å:
O -1.725209 0.655205 1.712111  -0.485
C -0.596994 0.252368 1.623200  -0.267
C 0.286605 0.487250 0.390836  0.208
C -0.308424 -0.304237 -0.815039  0.622
C -0.089109 0.543021 -2.058687  -1.697
C 0.302165 -1.697426 -0.988896  -1.548
N 1.667551 0.219525 0.616248  -0.433
H -0.092953 -0.307958 2.431339  0.343
H 0.094453 1.528380 0.135757  0.286
H -1.354929 -0.473506 -0.588055  0.337
H 0.950539 0.873474 -2.096769  0.346
H -0.341889 0.064426 -3.002326  0.443
H -0.701572 1.436719 -2.036988  0.409
H 0.782756 -2.104238 -0.103522  0.412
H 1.043925 -1.865261 -1.783777  0.367
H -0.470191 -2.457436 -1.181152  0.342
H 2.110580 -0.639765 0.329209  0.135
H 2.174410 0.797478 1.256916  0.181

Force components x, y, z for each atom (eV/Å):
O 0.0 -0.1 0.1
C 0.3 0.1 -0.4
C -0.8 -0.6 0.1
C 0.9 -0.2 -0.1
C -0.2 0.3 -0.3
C 0.0 -1.4 0.0
N 0.4 0.2 -0.3
H -0.1 -0.1 0.3
H 0.3 0.3 0.1
H -0.3 0.4 -0.2
H 0.0 -0.1 -0.1
H 0.1 -0.4 0.0
H -0.2 0.3 0.2
H 0.0 0.2 0.4
H -0.2 0.7 0.0
H 0.0 0.4 -0.2
H -0.3 0.3 0.2
H 0.1 0.0 0.0



Number 1: LUMO level -3.3 eV. Number 2: LUMO level 1.9 eV. Number 3: LUMO level 0.2 eV. Number 4: LUMO level 3.4 eV. Number 5: LUMO level -0.8 eV. Number 6: LUMO level 1.0 eV.